Entry 1:
# C3H6N2

An isolated molecule of C3H6N2 at a distorted geometry (wB97M-V/def2-TZVPD, OMol25).

Geometry as XYZ:
```
11
Properties=species:S:1:pos:R:3:forces:R:3
C -1.33518 -0.28042 -0.10203 0.052 -0.485 -1.792
C 1.01046 0.03499 0.50595 -0.598 0.145 0.785
C 1.07532 1.12147 -0.48645 1.091 1.964 -1.604
H -1.73289 0.25903 0.73646 -0.155 0.529 0.288
H -1.27032 0.38511 -1.05129 0.047 -0.825 1.589
H -2.05309 -1.08221 -0.34055 0.225 0.320 0.126
H 0.26210 -1.61707 -0.41253 -0.927 0.997 0.927
H 2.03158 -0.38214 0.59388 -0.731 -0.287 -0.209
H 0.80510 0.49165 1.47863 0.186 0.284 -0.056
N -0.08477 -0.92833 0.30715 1.528 -0.774 -1.532
N 1.29169 1.99792 -1.22921 -0.718 -1.868 1.479
```
Positions in Å, forces in eV/Å.

Gap between HOMO and LUMO in eV: 10.7
LUMO energy in eV: 0.84
E in hartree: -227.38569
Energy relative to the best compared isomer or geometry (same formula, charge and spin) in kJ/mol: 102.8

***

Entry 2:
# C3H10NO

A cluster of 2 separate species, C3H10NO in total at a distorted geometry (wB97M-V/def2-TZVPD, OMol25).

Geometry as XYZ:
```
15
Properties=species:S:1:pos:R:3:forces:R:3
O 1.45858 -0.49250 -1.44916 2.323 1.066 1.050
C 2.47373 0.19243 -0.72948 -1.044 -2.239 -2.765
C 1.94529 0.44635 0.74124 -1.752 2.828 0.629
N 0.61777 0.92032 0.58309 3.408 -2.644 0.090
C -3.71030 -0.76416 0.06394 3.394 -3.694 -0.041
H 0.68568 -0.06434 -1.11606 -1.825 0.271 -0.454
H 3.32939 -0.45062 -0.78759 0.612 -0.153 0.514
H 2.73052 1.18931 -1.08495 -0.222 0.231 -0.014
H 2.72333 1.01752 1.28222 -0.926 0.027 0.281
H 1.91556 -0.58529 1.09317 -0.262 -0.862 -0.254
H 0.43229 1.67318 1.20479 -0.330 1.468 0.921
H -3.02159 -0.83961 0.94109 -0.935 -0.194 -0.334
H -4.04116 0.16526 0.00050 -1.689 4.175 -0.215
H -4.52039 -1.47959 0.05924 0.073 -0.198 0.167
H -3.01871 -0.92824 -0.80203 -0.823 -0.082 0.423
```
Positions in Å, forces in eV/Å.

Gap between HOMO and LUMO in eV: 5.7
LUMO energy in eV: -9.79
Charge: +1
E in hartree: -249.82047
Energy relative to the best compared isomer or geometry (same formula, charge and spin) in kJ/mol: 612.6

***

Entry 3:
# C13H17ClN4NaO2Se

A structure of composition C13H17ClN4NaO2Se at a distorted geometry (wB97M-V/def2-TZVPD, OMol25).

Geometry as XYZ:
```
39
Properties=species:S:1:pos:R:3:forces:R:3
Na -1.92705 -0.86962 -0.00699 -0.305 0.495 0.056
N -1.43886 -1.88318 -2.11097 1.135 0.147 2.377
N -0.33768 -2.69247 -1.73549 -0.807 -0.160 -0.219
C 0.24382 -2.58073 -0.47369 0.592 -0.493 0.970
O 1.50234 -2.75927 -0.49643 -1.761 0.122 0.691
O -0.57760 -2.41014 0.50827 1.797 -0.156 -0.815
H -2.01444 -2.45325 -2.63046 -1.708 -1.097 -1.482
H -1.07144 -1.14468 -2.65393 0.022 1.156 -0.945
H 0.34051 -2.71982 -2.44688 1.092 -0.086 -0.721
C 0.80433 -1.97834 3.78891 0.513 0.881 0.644
N 1.34818 -0.86838 3.04618 0.720 2.131 0.827
C 1.96586 -1.00903 1.81048 0.404 0.899 0.879
C 2.58036 0.17484 1.55022 -0.794 -0.248 0.286
N 2.27147 1.03777 2.59047 -1.195 -0.508 1.250
C 2.58787 2.40749 2.62081 1.587 2.039 -0.235
C 1.59083 0.42322 3.59768 -0.080 -2.780 -2.506
Se 1.15732 0.93502 5.27867 -0.133 0.510 0.500
H 0.16253 -2.46572 3.12204 -0.513 -1.478 -1.112
H 0.14223 -1.63235 4.57451 0.322 0.351 0.305
H 1.64069 -2.55139 4.20720 -0.494 -0.267 -0.097
H 1.92255 -1.92998 1.25962 -0.023 -0.094 -0.296
H 3.14361 0.56845 0.73326 0.030 -0.198 -0.422
H 2.13856 2.99353 3.41928 -0.046 -0.836 0.601
H 2.22992 2.99948 1.76046 0.414 -0.795 -0.290
H 3.69744 2.46278 2.73536 -0.701 0.547 -0.263
Cl 0.07942 1.91922 -0.33119 0.468 0.139 0.654
C -0.78080 1.51579 -1.78035 0.908 -0.044 -0.347
C 0.00326 1.25426 -2.93438 -2.204 -0.272 -0.014
C -0.70837 0.84404 -4.06907 -1.416 0.464 0.240
C -2.14508 0.85472 -4.00287 0.977 0.742 0.805
C -2.84053 1.22459 -2.87478 -1.005 -0.607 -1.131
C -2.20799 1.42565 -1.62818 0.711 -0.163 -1.143
C -2.94813 1.42164 -0.47056 -0.384 0.954 2.296
H 1.08223 1.33335 -3.01660 -0.147 0.145 0.593
H -0.26086 0.76878 -5.04058 0.403 -0.314 -0.194
H -2.77217 0.70201 -4.84372 -0.050 -0.306 -1.096
H -3.96270 1.31437 -2.95193 1.302 -0.223 0.267
H -4.04295 1.34481 -0.50152 0.435 0.095 -0.395
H -2.59869 2.02253 0.39719 -0.069 -0.691 -0.518
```
Positions in Å, forces in eV/Å.

Gap between HOMO and LUMO in eV: 5.6
LUMO energy in eV: 2.12
Charge: -1
E in hartree: -3899.06763

***

Entry 4:
# C3H2ClN3O2

An isolated molecule of C3H2ClN3O2 at a distorted geometry (wB97M-V/def2-TZVPD, OMol25).

Geometry as XYZ:
```
11
Properties=species:S:1:pos:R:3:forces:R:3
C 0.76900 0.68169 -0.06851 0.353 0.326 -0.495
C 0.00236 1.49191 -0.81776 1.673 -0.896 1.703
C 0.11576 -0.71457 -0.21725 0.008 3.050 2.124
N -0.99397 0.72610 -1.45901 -1.528 0.193 -0.960
N -1.00137 -0.47449 -1.14140 -0.252 0.871 0.227
N -0.44268 -1.03386 1.27979 0.652 0.676 -1.312
O -0.52315 -0.11372 2.05614 -0.203 0.048 -0.149
O -0.66014 -2.17848 1.46993 -0.564 -1.290 0.613
Cl 0.95433 -2.01113 -0.79971 1.499 -1.636 -0.590
H 1.64883 1.05504 0.51947 -1.103 -1.029 -0.498
H 0.13103 2.57150 -0.82168 -0.535 -0.312 -0.665
```
Positions in Å, forces in eV/Å.

Gap between HOMO and LUMO in eV: 9.3
LUMO energy in eV: -1.14
E in hartree: -890.26895
Energy relative to the best compared isomer or geometry (same formula, charge and spin) in kJ/mol: 474.8

***

Entry 5:
# C12H7BrEuN2O6S

A structure of composition C12H7BrEuN2O6S at a distorted geometry (wB97M-V/def2-TZVPD, OMol25).

Geometry as XYZ:
```
30
Properties=species:S:1:pos:R:3:forces:R:3
Eu 1.35198 0.41888 1.23825 1.040 0.875 0.331
O -0.60228 -4.63196 -1.91624 0.382 0.774 0.784
C -0.25672 -3.63411 -1.00669 1.586 -0.654 -0.016
C -1.13419 -2.63739 -0.64935 -0.330 0.617 0.482
C -0.72043 -1.65466 0.25473 2.468 -1.392 0.150
N 0.55390 -1.68320 0.79923 -2.595 -2.019 -1.849
C 1.41856 -2.63214 0.38559 -0.350 0.702 0.576
C 1.07257 -3.63329 -0.48198 -1.464 -0.460 -0.838
C 2.84353 -2.40556 0.89788 0.821 0.536 0.287
O 3.64106 -3.34200 0.93376 -0.396 -0.093 -0.196
O 3.07509 -1.18533 1.22712 -0.321 -0.891 -0.257
C -1.53568 -0.46388 0.62369 -1.218 2.323 0.901
O -2.73166 -0.39580 0.29543 1.174 -0.590 0.148
O -0.87488 0.44995 1.28160 -1.517 -1.681 -0.799
H -1.46821 -4.39722 -2.25834 -0.167 -0.022 -0.084
H -2.13705 -2.57400 -1.06245 0.072 0.075 0.056
H 1.79832 -4.37542 -0.78517 -0.021 0.031 0.030
O 1.83357 2.42179 0.75552 1.633 1.579 0.006
N 0.64688 2.76987 0.25437 -1.053 -0.449 -0.876
C -0.06062 3.78906 0.85492 -0.205 0.444 0.132
C -1.23577 4.22449 0.31663 -0.143 -0.165 -0.329
C -1.75976 3.64503 -0.86168 -0.159 0.608 0.505
C -1.03258 2.60000 -1.45563 0.674 -0.299 0.275
C 0.15488 2.14914 -0.91490 -0.473 0.940 -0.204
S 1.06836 0.85704 -1.55937 0.481 -0.931 -0.680
H 0.37952 4.17717 1.75895 0.040 -0.053 0.039
H -1.76490 5.01928 0.82550 -0.035 0.043 0.053
H -2.71061 3.96080 -1.26537 -0.062 0.044 0.009
H -1.39906 2.08510 -2.33141 0.013 -0.051 -0.017
Br 1.58618 1.07837 3.84539 0.125 0.156 1.381
```
Positions in Å, forces in eV/Å.

Gap between HOMO and LUMO (spin up / spin down) in eV: 2.9 / 5.7
LUMO energy (spin up / spin down) in eV: 4.36 / 4.36
Charge: -2
2S+1: 8
E in hartree: -4705.14316

***

Entry 6:
# C4HNO

An isolated molecule of C4HNO at a distorted geometry (wB97M-V/def2-TZVPD, OMol25).

Geometry as XYZ:
```
7
Properties=species:S:1:pos:R:3:forces:R:3
O -0.52789 -1.71341 0.14878 0.086 0.820 -0.062
C -0.33926 -0.52332 0.05610 0.011 -0.633 0.040
C 1.00518 0.06850 -0.06826 0.196 0.365 -0.027
C 1.71322 1.14984 -0.17339 -0.506 -0.401 0.051
C -1.48092 0.41619 0.06289 -0.921 0.734 0.005
N -2.40164 1.11915 0.07049 1.151 -0.814 -0.012
H 1.88761 -0.61214 -0.08519 -0.017 -0.071 0.006
```
Positions in Å, forces in eV/Å.

Gap between HOMO and LUMO in eV: 10.4
LUMO energy in eV: -1.46
E in hartree: -282.84301
Energy relative to the best compared isomer or geometry (same formula, charge and spin) in kJ/mol: 194.8

***

Entry 7:
# H3S2

A cluster of 2 separate species, H3S2 in total (wB97M-V/def2-TZVPD, OMol25).

Geometry as XYZ:
```
5
Properties=species:S:1:pos:R:3:forces:R:3
S -0.16420 1.40986 1.42324 0.034 -0.190 -0.007
H -0.31503 2.74313 1.39562 -0.036 -0.001 -0.105
S 0.13973 -1.49769 -1.35889 -0.005 0.796 0.293
H 0.90579 -0.64819 -2.08812 -0.282 -0.245 0.327
H -0.19637 -0.51444 -0.42932 0.289 -0.361 -0.508
```
Positions in Å, forces in eV/Å.

Gap between HOMO and LUMO in eV: 6.3
LUMO energy in eV: 3.60
Charge: -1
E in hartree: -798.19945
Energy relative to the best compared isomer or geometry (same formula, charge and spin) in kJ/mol: 15.4

***

Q: Among the records above, which one has the lowest E?
A: C12H7BrEuN2O6S